Entry 1:
6
Properties=species:S:1:pos:R:3:forces:R:3 method="wB97M-V/def2-TZVPD" multiplicity=1 smiles=C#COO gap_ev=10.06 charge=0 total_energy_ha=-227.6736 e_homo_ev=-9.81
C -0.1069 0.5804 -1.3528 1.6 -1.6 2.5
C 0.5248 0.1200 -0.4341 -1.7 0.1 -1.3
O 0.7777 -0.6789 0.5093 1.0 -0.8 2.3
O -0.0249 -0.2669 1.6970 -1.4 -1.8 -0.6
H -0.3950 1.2118 -2.0486 -1.2 2.5 -3.0
H -0.7757 -0.9664 1.6292 1.7 1.6 0.2

***

Entry 2:
6
Properties=species:S:1:pos:R:3:forces:R:3 method="wB97M-V/def2-TZVPD" multiplicity=1 gap_ev=8.99 charge=0 total_energy_ha=-227.7719 e_homo_ev=-9.34
C 0.3273 1.6983 -0.1347 0.9 2.8 -0.8
C 0.4573 0.2201 0.0650 -3.2 -3.6 -0.9
O 0.7641 2.7510 -0.1972 -0.8 -1.2 0.2
O 1.6621 0.1884 0.3933 2.4 0.1 0.1
H -0.2872 -0.0202 0.8814 -0.1 0.1 -0.6
H 0.0346 -0.4058 -0.9528 0.8 1.8 2.0

***

Entry 3:
6
Properties=species:S:1:pos:R:3:forces:R:3 method="wB97M-V/def2-TZVPD" multiplicity=1 gap_ev=10.45 charge=0 total_energy_ha=-227.8195 e_homo_ev=-10.07
C 1.4438 -0.5597 0.4043 2.3 0.0 -0.1
C -0.9208 0.1430 0.0108 1.2 -0.1 -0.9
O 1.9782 -0.1523 -0.5100 -0.4 -0.1 0.4
O -1.3946 0.6852 0.9499 -0.7 0.3 0.7
H -0.9174 0.6193 -1.0091 -0.3 -0.5 0.3
H -0.1893 -0.7355 0.1542 -2.2 0.4 -0.4

***

Entry 4:
7
Properties=species:S:1:pos:R:3:forces:R:3 method="wB97M-V/def2-TZVPD" multiplicity=1 gap_ev=6.12 charge=-1 total_energy_ha=-569.1886 e_homo_ev=-2.47
C -0.2466 0.5738 1.2940 -0.1 0.2 -0.4
C -2.2543 -2.4592 -0.9749 0.3 -0.7 0.5
O -1.7458 -3.3665 -0.4961 1.1 -2.0 1.1
O -2.8759 -1.7653 -1.6285 -1.8 2.1 -1.9
P -1.0153 -0.4733 0.2161 1.0 1.3 1.2
H 0.3969 1.4356 0.9139 -0.7 -1.1 0.0
H -0.6214 -0.1651 -1.1318 0.1 0.2 -0.5

***

Entry 5:
7
Properties=species:S:1:pos:R:3:forces:R:3 method="wB97M-V/def2-TZVPD" multiplicity=1 gap_ev="7.57 / 7.57" charge=0 total_energy_ha=-625.9435 e_homo_ev="-8.86 / -8.86"
C 0.5250 -0.7136 -0.0262 1.3 0.1 0.0
C 0.3612 0.6782 0.2818 -4.1 1.5 -0.3
O -0.3425 -1.5719 0.0065 3.3 -1.0 -0.2
O -1.8443 -0.2409 -0.0126 -4.5 1.5 0.0
S -1.2807 1.0974 -0.0636 3.3 -1.0 0.6
H 1.5635 -0.7551 -0.4509 -0.4 -1.2 -0.1
H 1.0178 1.5059 0.2649 1.2 0.2 0.1

***

Entry 6:
7
Properties=species:S:1:pos:R:3:forces:R:3 method="wB97M-V/def2-TZVPD" multiplicity=1 smiles="O=CC(O)=S" gap_ev=9.01 charge=0 total_energy_ha=-626.0262 e_homo_ev=-9.64
O 0.1221 1.4872 -1.0739 -0.6 1.7 -3.2
C 0.4861 0.8888 -0.1427 1.2 2.0 3.5
C 0.0338 -0.4524 0.0933 -0.5 -0.3 0.6
O -1.3135 -0.4377 0.0862 1.8 1.4 0.0
S 1.1381 -1.5899 0.3382 -0.3 -0.7 0.0
H 1.0251 1.4347 0.7152 0.0 -0.9 -0.9
H -1.4916 -1.3308 -0.0164 -1.6 -3.2 0.0